No. 1
{"formula": "C48H44BiN7O5", "method": "ωB97M-V/def2-TZVPD", "species": ["Bi", "C", "C", "N", "N", "C", "O", "C", "C", "C", "C", "C", "C", "C", "C", "C", "C", "C", "N", "H", "H", "H", "H", "H", "H", "H", "H", "H", "H", "H", "H", "C", "O", "C", "C", "C", "C", "C", "C", "N", "N", "C", "C", "O", "C", "C", "C", "C", "C", "C", "C", "C", "H", "H", "H", "H", "H", "H", "H", "H", "H", "H", "H", "H", "H", "N", "C", "C", "C", "C", "C", "C", "C", "C", "C", "C", "C", "C", "H", "H", "H", "H", "H", "H", "H", "H", "H", "H", "O", "C", "O", "C", "N", "C", "C", "C", "H", "H", "H", "H", "H", "H", "H", "H", "H"], "xyz": [[-0.02711, -0.37713, 1.02136], [-2.06688, -3.91983, 3.30406], [-1.12861, -3.02333, 2.56169], [-1.28885, -1.75348, 2.48362], [-2.36407, -1.18486, 3.10369], [-2.44898, 0.10176, 2.80668], [-1.63811, 0.77054, 2.08989], [-3.58853, 0.85895, 3.39947], [-3.59206, 2.24615, 3.29151], [-4.63989, 2.98436, 3.82164], [-5.69298, 2.33686, 4.45366], [-5.69500, 0.95057, 4.55744], [-4.64596, 0.21140, 4.03285], [0.04355, -3.60507, 1.85559], [0.18905, -4.97653, 1.70241], [1.29203, -5.46269, 1.01924], [2.22008, -4.57405, 0.50697], [2.00190, -3.22119, 0.69636], [0.95056, -2.75195, 1.36641], [-2.81651, -3.32285, 3.80892], [-2.56644, -4.60255, 2.61274], [-1.52323, -4.52024, 4.03636], [-2.76776, 2.72769, 2.77973], [-4.63972, 4.06374, 3.73645], [-6.51575, 2.91071, 4.86173], [-6.52059, 0.44579, 5.04494], [-4.63264, -0.86857, 4.10208], [-0.55558, -5.65111, 2.10256], [1.41807, -6.52896, 0.88174], [3.09201, -4.91383, -0.03447], [2.69188, -2.48087, 0.30514], [0.06042, 3.50261, 2.79486], [-0.02827, 2.84814, 1.53833], [0.18502, 3.57826, 0.40959], [0.72207, 4.86158, 0.42041], [0.98126, 5.52579, -0.77150], [0.70767, 4.89567, -1.97634], [0.15340, 3.62281, -1.97580], [-0.13717, 2.94399, -0.79532], [-0.71335, 1.62114, -0.74201], [-1.28677, 1.34747, -1.83585], [-2.00697, 0.23698, -2.13116], [-2.54421, -0.73959, -1.21104], [-2.27602, -0.84630, 0.01445], [-3.54686, -1.65905, -1.73609], [-3.91193, -1.68240, -3.02442], [-3.34497, -0.77368, -3.98641], [-3.70814, -0.84946, -5.33976], [-3.16789, 0.00561, -6.27047], [-2.24132, 0.96491, -5.84215], [-1.87410, 1.04657, -4.51621], [-2.41654, 0.18314, -3.54375], [-0.59901, 4.37296, 2.82581], [1.08419, 3.81588, 3.01537], [-0.25452, 2.77421, 3.53399], [0.94284, 5.34863, 1.35958], [1.40114, 6.52391, -0.74859], [0.91111, 5.39317, -2.91670], [-0.07926, 3.13177, -2.90935], [-3.96266, -2.34938, -1.01249], [-4.64840, -2.40136, -3.36977], [-4.42581, -1.60567, -5.64264], [-3.45490, -0.05726, -7.31274], [-1.80838, 1.65250, -6.56043], [-1.15220, 1.78851, -4.20552], [2.51138, 1.56870, 0.39843], [3.47454, 0.59438, 0.60072], [4.42235, 0.31255, -0.38718], [5.33722, -0.71298, -0.22558], [5.33247, -1.48243, 0.93209], [4.41718, -1.17745, 1.93003], [3.48864, -0.14758, 1.79278], [2.62425, 0.22790, 2.95635], [3.30578, 0.59405, 4.12516], [2.62297, 0.91135, 5.28659], [1.23797, 0.84096, 5.29392], [0.55970, 0.48744, 4.13553], [1.21917, 0.20339, 2.93147], [2.01659, 1.91792, 1.20628], [2.65931, 2.24455, -0.33205], [4.44062, 0.92759, -1.27959], [6.06433, -0.90898, -1.00519], [6.03683, -2.29507, 1.06067], [4.41464, -1.74691, 2.85377], [4.39003, 0.61115, 4.11251], [3.16797, 1.19944, 6.17783], [0.68229, 1.06604, 6.19716], [-0.51912, 0.43070, 4.18702], [-0.36957, -2.26024, -3.75780], [0.41440, -1.64443, -2.88465], [0.43711, -1.97024, -1.72017], [1.24838, -0.50839, -3.47635], [1.00423, -0.41876, -4.92617], [2.23578, -0.79317, -5.65709], [3.05405, -1.56307, -4.62495], [2.74230, -0.80942, -3.33145], [0.94322, 0.39800, -2.94849], [0.64930, 0.48416, -5.20019], [-0.23765, -1.76195, -4.60005], [2.78683, 0.09211, -5.98748], [1.99572, -1.38862, -6.53676], [4.11522, -1.56954, -4.86990], [2.71050, -2.59844, -4.55665], [3.30806, 0.12136, -3.29804], [2.95166, -1.36757, -2.42092]], "homo_energy_ev": -6.82, "total_charge": 0, "lumo_ha": -0.0097}



No. 2
{"formula": "C48H44ClN4O4S3Se2V", "method": "ωB97M-V/def2-TZVPD", "species": ["V", "N", "S", "N", "S", "N", "S", "N", "C", "C", "C", "C", "C", "C", "C", "C", "C", "C", "C", "C", "C", "C", "C", "C", "C", "C", "C", "C", "C", "C", "C", "C", "C", "C", "C", "C", "C", "C", "C", "C", "C", "C", "C", "C", "H", "H", "H", "H", "H", "H", "H", "H", "H", "H", "H", "H", "H", "H", "H", "H", "H", "H", "H", "H", "H", "H", "H", "H", "H", "H", "H", "H", "H", "H", "O", "C", "C", "C", "O", "C", "Se", "C", "Se", "H", "H", "H", "H", "H", "H", "H", "H", "H", "H", "Cl", "C", "C", "C", "C", "C", "C", "C", "O", "O", "H", "H", "H", "H"], "xyz": [[1.47031, -1.09144, 0.96945], [1.00528, -0.40152, -1.04640], [0.43338, 0.71122, -1.76329], [-1.17776, 0.62781, -2.25436], [-2.40344, 1.00030, -1.41683], [-2.57429, 0.66116, 0.07863], [-1.98537, -0.72934, 0.77672], [-0.58335, -0.86029, 1.05538], [-2.66643, -2.01607, -0.27256], [-1.74412, -2.72151, -1.02765], [-2.20106, -3.71624, -1.88210], [-3.55716, -3.99569, -1.96218], [-4.47027, -3.28277, -1.19308], [-4.02722, -2.28525, -0.34095], [-3.01870, -0.74051, 2.22544], [-2.50055, -1.50407, 3.26362], [-3.22312, -1.59183, 4.44379], [-4.43155, -0.92181, 4.57465], [-4.92941, -0.15408, 3.52915], [-4.22066, -0.05801, 2.34159], [-2.73178, 2.74699, -1.45032], [-2.85679, 3.33865, -2.70153], [-3.06178, 4.70401, -2.77587], [-3.12602, 5.45833, -1.60877], [-2.98816, 4.85240, -0.36998], [-2.79176, 3.48124, -0.27924], [-3.74268, 0.30884, -2.36390], [-5.03373, 0.63353, -1.96553], [-6.10163, 0.05995, -2.63125], [-5.86992, -0.83203, -3.67285], [-4.57487, -1.15045, -4.05189], [-3.49403, -0.57659, -3.39809], [0.51650, 2.32933, -1.00412], [0.54472, 3.49049, -1.76737], [0.61068, 4.71060, -1.11790], [0.65192, 4.76085, 0.27231], [0.61845, 3.59380, 1.01765], [0.54887, 2.36344, 0.37684], [1.15816, 0.98208, -3.36994], [0.44343, 1.13102, -4.54680], [1.14146, 1.30222, -5.73412], [2.52891, 1.33227, -5.72872], [3.23010, 1.18667, -4.53889], [2.54765, 1.00399, -3.34668], [-0.68983, -2.48547, -0.93872], [-1.49171, -4.28158, -2.47205], [-3.90697, -4.78157, -2.61971], [-5.52658, -3.51126, -1.25231], [-4.72871, -1.73184, 0.27008], [-1.54174, -2.00388, 3.13931], [-2.83390, -2.17927, 5.26471], [-4.98686, -0.99037, 5.50123], [-5.86549, 0.37704, 3.64205], [-4.58187, 0.54933, 1.52241], [-2.79297, 2.73726, -3.60059], [-3.16506, 5.18250, -3.74045], [-3.27930, 6.52790, -1.67054], [-3.02501, 5.44474, 0.53445], [-2.67037, 2.98503, 0.67344], [-5.19534, 1.32508, -1.14701], [-7.11370, 0.30491, -2.33819], [-6.70794, -1.28219, -4.18896], [-4.39968, -1.85372, -4.85506], [-2.47414, -0.81780, -3.66287], [0.52821, 3.44230, -2.84881], [0.64337, 5.62488, -1.69676], [0.72296, 5.71880, 0.77217], [0.66865, 3.61918, 2.09844], [0.52767, 1.44880, 0.95645], [-0.63733, 1.10527, -4.53262], [0.59968, 1.40978, -6.66493], [3.06704, 1.46693, -6.65815], [4.31185, 1.20739, -4.53768], [3.06962, 0.87891, -2.40285], [4.39498, -2.11440, 2.90007], [4.09777, -1.79492, 4.24712], [2.63151, -2.14593, 4.55920], [2.56971, -2.56172, 6.04333], [3.08002, -1.58985, 6.94859], [2.19072, -3.39932, 3.77264], [1.00005, -3.18649, 2.21690], [1.69308, -0.93630, 4.40415], [2.06360, 0.28408, 2.90262], [5.17442, -1.61926, 2.62609], [4.25785, -0.72940, 4.43955], [4.76325, -2.37155, 4.91141], [3.09380, -3.51760, 6.17107], [1.52693, -2.71195, 6.32948], [4.02681, -1.50257, 6.80123], [1.58801, -4.02934, 4.43067], [3.06148, -3.97566, 3.47262], [1.77759, -0.31688, 5.29665], [0.66380, -1.27899, 4.30912], [9.80652, -1.84150, -0.42871], [8.11738, -1.43540, -0.31825], [7.19879, -2.43190, -0.02797], [5.85485, -2.10349, 0.05598], [5.43770, -0.79052, -0.14282], [6.37717, 0.19361, -0.42553], [7.72294, -0.12227, -0.51869], [3.97872, -0.42137, -0.03430], [3.62635, 0.75011, -0.14185], [3.19966, -1.42391, 0.19209], [7.53515, -3.44749, 0.12910], [5.10855, -2.85226, 0.28775], [6.03129, 1.21043, -0.55994], [8.46279, 0.63523, -0.73791]], "homo_energy_ev": [-6.25, -6.53], "total_charge": 0, "multiplicity": 3, "lumo_ha": [-0.0124, -0.0124]}



The evaluated ΔE to the lowest compared entry with this formula, charge and spin for the records listed, in turn: 42.5, 54.1 kJ/mol.